Entry 1:
Computed, not measured: 3 unconnected molecules or ions with the total composition C21H46B2ClN3O4 in a non-equilibrium geometry, with the ωB97M-V functional and the def2-TZVPD basis.

Results
**Net charge**: 0
**E_tot**: -49057.77789 eV
**Gap between HOMO and LUMO (alpha / beta)**: 9.1831 / 9.2847 eV
**Expectation value of S²**: 2.0083
**2S+1**: 3

Last column: Löwdin charge in e.
Positions of all 77 atoms, in Å:
C (8.44, 2.39, 2.84)  -0.05
C (6.99, 1.85, 2.94)  -0.44
O (6.87, 0.74, 2.05)  -0.04
C (5.89, 2.91, 2.56)  -0.12
B (4.65, 2.67, 3.56)  -0.58
Cl (4.74, 3.08, 5.33)  0.62
B (3.27, 2.01, 2.86)  -0.54
N (2.39, 2.97, 2.16)  0.15
O (2.99, 0.63, 2.90)  0.11
H (9.16, 1.64, 3.18)  0.08
H (8.55, 3.33, 3.41)  0.08
H (8.65, 2.61, 1.77)  0.08
H (6.80, 1.51, 3.97)  0.12
H (7.04, 1.10, 1.19)  0.08
H (6.22, 3.96, 2.68)  0.11
H (5.56, 2.74, 1.52)  0.11
H (1.82, 2.50, 1.46)  0.05
H (1.83, 3.49, 2.81)  0.07
H (3.74, 0.14, 3.25)  0.08
C (-1.25, 0.52, -2.95)  -0.04
C (-1.00, 1.78, -2.09)  -0.48
C (-1.43, 3.03, -2.87)  -0.13
C (-0.47, 3.42, -3.99)  -0.18
C (0.96, 3.53, -3.46)  -0.13
C (1.42, 2.27, -2.70)  -0.49
N (0.43, 1.84, -1.68)  -0.06
O (0.52, 2.64, -0.65)  -0.03
C (1.69, 1.13, -3.70)  -0.04
C (2.79, 2.56, -2.07)  -0.04
C (-1.93, 1.62, -0.88)  -0.04
H (-1.09, 0.68, -4.01)  0.07
H (-0.61, -0.31, -2.62)  0.08
H (-2.28, 0.17, -2.85)  0.08
H (-1.52, 3.88, -2.19)  0.12
H (-2.43, 2.87, -3.30)  0.13
H (-0.51, 2.69, -4.81)  0.10
H (-0.77, 4.37, -4.42)  0.11
H (1.64, 3.73, -4.28)  0.12
H (1.01, 4.40, -2.80)  0.13
H (1.90, 0.20, -3.18)  0.09
H (2.55, 1.37, -4.32)  0.09
H (0.87, 0.95, -4.39)  0.06
H (2.78, 3.43, -1.41)  0.08
H (3.53, 2.76, -2.84)  0.08
H (3.14, 1.70, -1.49)  0.09
H (-1.66, 0.75, -0.29)  0.08
H (-2.96, 1.48, -1.22)  0.09
H (-1.93, 2.50, -0.24)  0.08
C (-1.94, -4.52, 0.23)  -0.04
C (-2.74, -3.19, 0.15)  -0.48
C (-2.55, -2.39, 1.45)  -0.13
C (-3.33, -2.96, 2.63)  -0.18
C (-4.80, -3.15, 2.27)  -0.13
C (-5.00, -3.97, 0.99)  -0.50
N (-4.17, -3.48, -0.13)  -0.07
O (-4.72, -2.39, -0.60)  -0.01
C (-4.70, -5.46, 1.28)  -0.04
C (-6.50, -3.96, 0.63)  -0.04
C (-2.08, -2.41, -0.99)  -0.05
H (-1.91, -4.94, 1.24)  0.06
H (-2.35, -5.26, -0.45)  0.09
H (-0.90, -4.37, -0.05)  0.08
H (-2.87, -1.36, 1.29)  0.12
H (-1.49, -2.35, 1.70)  0.13
H (-2.89, -3.91, 2.97)  0.10
H (-3.25, -2.28, 3.48)  0.11
H (-5.32, -3.63, 3.11)  0.12
H (-5.26, -2.16, 2.15)  0.12
H (-4.72, -6.04, 0.36)  0.09
H (-5.44, -5.88, 1.95)  0.09
H (-3.74, -5.62, 1.76)  0.06
H (-6.89, -2.95, 0.52)  0.08
H (-7.08, -4.44, 1.42)  0.08
H (-6.68, -4.51, -0.29)  0.09
H (-2.20, -2.94, -1.94)  0.10
H (-1.01, -2.30, -0.81)  0.09
H (-2.49, -1.41, -1.10)  0.05

Entry 2:
Computed, not measured: a molecular structure, C50H47CaN10O2P2S in a non-equilibrium geometry, with the ωB97M-V functional and the def2-TZVPD basis.

Results
**Net charge**: +1
**E_tot**: -119454.21551 eV
**Gap between HOMO and LUMO (alpha / beta)**: 5.9826 / 5.4850 eV

Last column: Löwdin charge in e.
Positions of all 113 atoms, in Å:
Ca (-0.66, -0.65, -0.89)  1.11
C (-5.00, 2.99, 1.03)  -0.11
C (-4.91, 1.82, 0.35)  -0.10
C (-3.71, 0.93, 0.45)  -0.22
C (-2.68, 1.47, 1.41)  -0.22
C (-2.81, 2.68, 2.04)  -0.06
C (-3.96, 3.45, 1.88)  -0.08
N (-1.62, 0.60, 1.56)  -0.07
C (-0.71, 0.45, 2.64)  -0.12
C (-1.21, 0.78, 3.91)  -0.06
C (-0.49, 0.57, 5.06)  -0.08
C (0.77, -0.02, 4.97)  -0.08
C (1.28, -0.34, 3.73)  -0.03
C (0.61, -0.09, 2.50)  -0.18
N (1.47, -0.35, 1.45)  0.03
N (1.21, -0.23, 0.16)  -0.14
C (2.39, -0.27, -0.57)  -0.33
C (3.64, -0.22, -0.07)  -0.02
C (4.82, -0.23, -0.91)  -0.09
C (4.74, -0.08, -2.23)  -0.06
C (3.42, 0.06, -2.87)  -0.18
N (2.20, -0.27, -2.02)  -0.39
H (-5.87, 3.61, 0.87)  0.11
H (-5.64, 1.58, -0.40)  0.09
H (-3.26, 0.84, -0.55)  0.09
H (-2.00, 3.03, 2.68)  0.12
H (-4.06, 4.40, 2.39)  0.10
H (-2.22, 1.16, 3.98)  0.11
H (-0.92, 0.82, 6.02)  0.11
H (1.35, -0.22, 5.86)  0.11
H (2.27, -0.77, 3.63)  0.11
H (3.74, -0.22, 1.01)  0.10
H (5.78, -0.36, -0.44)  0.11
H (5.60, -0.15, -2.88)  0.11
H (3.33, -0.45, -3.82)  0.13
N (-1.87, 3.61, -1.77)  0.14
C (-1.03, 3.97, -0.74)  -0.05
C (-0.37, 2.83, -0.39)  -0.12
N (-0.79, 1.79, -1.18)  0.04
C (-1.69, 2.29, -2.00)  -0.30
C (-2.36, 1.45, -2.99)  -0.29
N (-2.27, 0.13, -2.97)  0.06
C (-2.96, -0.31, -4.08)  -0.10
C (-3.48, 0.75, -4.76)  -0.06
N (-3.09, 1.86, -4.05)  0.12
H (-2.53, 4.22, -2.22)  0.16
H (-1.00, 4.97, -0.35)  0.13
H (0.38, 2.69, 0.37)  0.12
H (-3.03, -1.36, -4.32)  0.10
H (-4.06, 0.81, -5.66)  0.12
H (-3.28, 2.81, -4.32)  0.16
O (-1.83, -0.51, 0.77)  -0.52
P (-3.76, -0.94, 0.82)  1.08
C (-3.28, -2.06, -0.61)  -0.27
P (-1.96, -3.33, -0.49)  0.72
O (-0.69, -2.79, 0.09)  -0.41
C (-2.61, -4.73, 0.40)  -0.29
C (-3.76, -5.40, -0.03)  -0.09
C (-4.21, -6.51, 0.67)  -0.07
C (-3.51, -6.96, 1.79)  -0.06
C (-2.36, -6.31, 2.20)  -0.06
C (-1.90, -5.20, 1.51)  -0.07
C (-1.74, -3.87, -2.19)  -0.28
C (-0.48, -4.39, -2.51)  -0.10
C (-0.24, -4.87, -3.78)  -0.06
C (-1.25, -4.84, -4.74)  -0.06
C (-2.50, -4.33, -4.42)  -0.08
C (-2.75, -3.85, -3.15)  -0.10
C (-3.50, -1.30, 2.58)  -0.29
C (-4.40, -0.73, 3.48)  -0.06
C (-4.26, -0.98, 4.84)  -0.06
C (-3.25, -1.82, 5.29)  -0.07
C (-2.36, -2.39, 4.39)  -0.05
C (-2.47, -2.11, 3.03)  -0.07
C (-5.54, -1.55, 0.82)  -0.28
C (-6.72, -0.89, 0.49)  -0.07
C (-7.95, -1.55, 0.54)  -0.07
C (-8.04, -2.87, 0.92)  -0.08
C (-6.87, -3.55, 1.27)  -0.06
C (-5.65, -2.90, 1.22)  -0.11
H (-2.94, -1.38, -1.42)  0.03
H (-4.19, -2.53, -0.96)  0.06
H (-4.30, -5.06, -0.90)  0.11
H (-5.10, -7.03, 0.34)  0.11
H (-3.86, -7.83, 2.33)  0.11
H (-1.81, -6.67, 3.06)  0.11
H (-0.99, -4.68, 1.81)  0.11
H (0.31, -4.38, -1.77)  0.11
H (0.73, -5.27, -4.03)  0.12
H (-1.06, -5.21, -5.74)  0.11
H (-3.29, -4.31, -5.17)  0.11
H (-3.73, -3.46, -2.90)  0.10
H (-5.21, -0.09, 3.13)  0.12
H (-4.94, -0.52, 5.54)  0.11
H (-3.15, -2.02, 6.35)  0.11
H (-1.56, -3.02, 4.74)  0.12
H (-1.74, -2.50, 2.34)  0.09
H (-6.72, 0.14, 0.21)  0.07
H (-8.85, -1.00, 0.28)  0.11
H (-8.99, -3.37, 0.97)  0.11
H (-6.92, -4.58, 1.60)  0.11
H (-4.77, -3.44, 1.53)  0.10
C (3.89, 2.97, -1.85)  -0.06
N (2.61, 2.25, -1.88)  0.01
C (2.46, 1.18, -2.77)  -0.45
N (1.60, 1.42, -3.85)  0.13
S (1.04, -1.41, -2.76)  0.55
H (3.73, 3.88, -1.29)  0.09
H (4.25, 3.23, -2.85)  0.09
H (4.65, 2.38, -1.34)  0.07
H (1.83, 2.88, -1.98)  0.10
H (0.66, 1.63, -3.52)  0.07
H (1.52, 0.61, -4.46)  0.06

Entry 3:
Computed, not measured: a molecular structure, C3H6As2F12O3Tl in a non-equilibrium geometry, with the ωB97M-V functional and the def2-TZVPD basis.

Results
**Net charge**: +1
**E_tot**: -168315.71121 eV
**Gap between HOMO and LUMO**: 1.1368 eV

Last column: Löwdin charge in e.
Positions of all 27 atoms, in Å:
Tl (1.29, -1.96, -1.76)  0.99
As (0.94, -8.73, -3.76)  0.89
F (1.19, -9.19, -2.07)  -0.17
F (-0.81, -8.64, -3.38)  -0.16
F (0.52, -8.29, -5.43)  -0.18
F (2.68, -8.76, -4.04)  -0.19
F (0.70, -10.45, -4.16)  -0.17
F (1.11, -6.98, -3.29)  -0.23
As (-3.75, -0.13, 2.31)  0.94
F (-4.96, 0.24, 3.64)  -0.19
F (-2.52, 0.74, 3.22)  -0.20
F (-2.48, -0.39, 1.03)  -0.25
F (-5.09, -0.96, 1.38)  -0.20
F (-4.19, 1.33, 1.42)  -0.20
F (-3.23, -1.67, 3.11)  -0.21
C (-0.37, 5.48, 0.26)  -0.02
O (0.90, 5.45, 0.82)  0.04
C (1.72, 4.37, 0.67)  -0.47
O (1.49, 3.34, 0.08)  0.22
O (2.95, 4.66, 1.20)  0.04
C (3.41, 5.77, 1.92)  -0.01
H (-0.31, 5.71, -0.81)  0.12
H (-0.80, 6.30, 0.82)  0.12
H (-1.02, 4.61, 0.35)  0.12
H (3.73, 6.57, 1.25)  0.12
H (4.22, 5.43, 2.57)  0.12
H (2.68, 6.16, 2.63)  0.11

Number 1 is which compound? C21H46B2ClN3O4

The lowest net charge belongs to which entry? C21H46B2ClN3O4